The following is a DFT calculation (wB97M-V/def2-TZVPD) of a structure of composition C62H47BrN3O2P2ReSi.

XYZ file:
```
119
Properties=species:S:1:pos:R:3:forces:R:3
Re -0.496345 -1.051819 -0.202604 1.43 0.94 0.70
C -1.365894 2.748645 1.692762 0.20 0.08 0.19
C -0.982203 2.042344 0.646215 -0.11 0.02 0.09
N 0.043278 1.009515 0.679865 0.10 -0.25 -0.38
C 0.510344 0.683881 2.045306 0.22 0.03 0.00
C 0.250224 1.529766 3.122227 0.00 0.09 -0.15
C -0.966612 2.407553 3.078663 -0.21 -0.15 0.05
C 0.943651 1.348025 4.309048 0.08 0.01 0.09
C 1.884898 0.331980 4.390832 -0.05 0.00 0.03
C 1.961801 -0.639124 3.405834 0.06 -0.04 -0.07
C 1.142877 -0.572387 2.259372 -0.24 -0.05 -0.02
N 0.784333 -1.580882 1.395557 -0.05 0.00 -0.29
C 1.122243 -2.930284 1.434714 0.10 0.04 0.11
C 1.880589 -3.614519 2.366639 -0.04 0.09 -0.03
C 2.176796 -4.984675 2.222265 -0.01 -0.02 -0.03
C 1.712007 -5.709919 1.166796 0.07 -0.06 0.15
C 0.862955 -5.084302 0.229309 -0.08 0.13 -0.05
C 0.298255 -5.779192 -0.858913 -0.05 0.01 -0.07
C -0.552405 -5.134468 -1.712637 0.05 -0.17 -0.02
C -0.852926 -3.792945 -1.479033 0.06 0.19 -0.04
N -0.319330 -3.100853 -0.486859 -0.05 -0.26 -0.09
C 0.553379 -3.716006 0.374518 0.08 -0.07 0.06
H -2.103786 3.524899 1.544914 -0.02 -0.05 -0.05
H -1.381924 2.245034 -0.332311 0.03 -0.07 -0.10
H -0.875574 3.284480 3.721595 0.07 0.03 -0.07
H 0.746455 1.995226 5.156111 0.02 0.00 -0.06
H 2.512994 0.242927 5.269306 -0.03 -0.02 -0.03
H 2.663780 -1.444890 3.528988 -0.06 -0.01 0.04
H 2.247473 -3.124140 3.248132 0.07 -0.01 -0.03
H 2.797811 -5.456163 2.973174 -0.02 0.00 -0.01
H 1.956020 -6.758481 1.053304 -0.01 0.03 -0.03
H 0.544957 -6.824761 -1.002448 -0.01 0.03 0.02
H -1.004707 -5.642616 -2.552734 0.01 0.04 0.01
H -1.543977 -3.253653 -2.112409 0.02 0.01 -0.03
C -1.433512 -0.632745 -3.951834 0.10 -0.07 0.05
Si -1.442954 0.057459 -2.182927 -0.41 0.07 -0.48
C -3.346671 0.140310 -1.916343 0.09 0.14 0.08
C -4.240958 0.589803 -2.891712 0.01 0.07 0.00
C -5.603230 0.341522 -2.804281 0.03 0.02 -0.01
C -6.110058 -0.385853 -1.735489 0.00 -0.01 0.03
C -5.251094 -0.836446 -0.744891 -0.01 -0.01 -0.05
C -3.885651 -0.566414 -0.828261 -0.03 -0.01 -0.05
P -2.774170 -1.043236 0.539096 -0.02 0.06 -0.35
C -3.096648 0.271337 1.770672 0.03 -0.06 0.12
C -2.289405 0.288789 2.870490 -0.10 -0.10 -0.01
C -2.194411 1.508109 3.708937 0.17 0.22 -0.10
C -3.442007 2.324599 3.667627 0.06 0.06 0.04
C -4.300364 2.221140 2.622571 -0.05 0.01 0.04
C -4.091152 1.263004 1.601698 -0.04 -0.08 0.02
C -3.539730 -2.476709 1.374138 0.04 -0.07 -0.02
C -4.419703 -2.307500 2.443894 -0.01 -0.01 -0.06
C -4.963648 -3.411512 3.083999 -0.02 0.01 0.04
C -4.625579 -4.693496 2.676031 0.01 0.00 0.00
C -3.762877 -4.871191 1.604083 0.02 -0.03 -0.01
C -3.227874 -3.769418 0.954948 -0.10 0.08 0.04
C -0.521114 1.760193 -2.516539 0.07 -0.05 0.23
C -1.018017 2.470972 -3.614337 -0.06 -0.07 0.01
C -0.416608 3.607555 -4.130261 -0.01 0.06 -0.05
C 0.756974 4.076489 -3.567772 0.00 -0.02 0.01
C 1.266716 3.433847 -2.454134 -0.02 -0.09 0.01
C 0.640165 2.303043 -1.908477 -0.02 -0.04 -0.09
P 1.374739 1.858941 -0.296541 -0.24 0.86 0.42
C 1.486693 3.468211 0.605931 -0.12 -0.09 -0.01
C 2.319211 3.554982 1.721627 0.00 -0.03 -0.02
C 2.428676 4.736563 2.441222 -0.01 0.02 0.03
C 1.721511 5.860668 2.048187 0.01 -0.03 0.00
C 0.872351 5.785098 0.951475 -0.02 0.04 -0.03
C 0.745964 4.599991 0.248633 -0.04 -0.08 -0.04
C 3.164257 1.489811 -0.310506 -0.29 -0.66 -0.27
C 3.865891 1.821548 -1.468848 -0.08 -0.01 0.05
C 5.242209 1.664589 -1.514010 0.05 -0.04 -0.04
C 5.924839 1.146713 -0.424790 0.00 0.01 -0.05
C 5.221636 0.788018 0.715013 0.02 -0.03 0.06
C 3.847354 0.955042 0.776679 -0.03 -0.12 0.03
H -1.810708 0.106721 -4.664459 -0.06 -0.11 0.05
H -2.087002 -1.508696 -4.010290 0.03 0.03 0.02
H -0.439082 -0.938212 -4.272728 -0.01 0.04 0.01
H -3.865335 1.124575 -3.758825 -0.06 -0.05 0.04
H -6.267986 0.693642 -3.583722 0.01 0.00 0.02
H -7.169201 -0.604115 -1.677097 0.03 0.00 0.01
H -5.641517 -1.406661 0.090640 -0.01 0.02 -0.02
H -1.601290 -0.531381 3.049913 0.00 0.05 0.03
H -1.875683 1.292691 4.729511 -0.02 -0.04 0.02
H -3.590488 3.069080 4.442269 -0.03 -0.04 -0.04
H -5.158331 2.879939 2.557347 0.01 -0.03 0.02
H -4.738304 1.245683 0.735305 0.04 0.04 0.02
H -4.680431 -1.311388 2.778134 0.00 -0.06 0.04
H -5.646956 -3.268656 3.912116 0.02 0.00 -0.02
H -5.031477 -5.552633 3.194480 -0.01 0.01 -0.02
H -3.497160 -5.869372 1.278636 -0.02 0.02 -0.01
H -2.574102 -3.911845 0.110748 0.04 -0.05 0.01
H -1.920609 2.107970 -4.093526 0.08 0.08 0.01
H -0.862387 4.123719 -4.972059 0.02 -0.04 0.01
H 1.254769 4.951579 -3.963913 0.01 -0.02 0.00
H 2.149816 3.841608 -1.981309 -0.04 0.08 0.01
H 2.898260 2.704828 2.046536 0.00 0.03 0.02
H 3.079111 4.774086 3.305672 0.01 0.00 -0.03
H 1.836012 6.792273 2.588093 -0.04 -0.03 0.00
H 0.302447 6.652690 0.640684 0.03 -0.04 0.02
H 0.060840 4.563182 -0.587328 0.00 -0.01 0.01
H 3.352509 2.189069 -2.343418 0.05 -0.07 -0.02
H 5.773689 1.920995 -2.422505 -0.03 0.00 0.05
H 6.997977 1.008115 -0.471687 -0.04 0.02 0.02
H 5.741589 0.367158 1.567076 -0.03 0.01 -0.04
H 3.323829 0.651778 1.670730 -0.04 -0.03 0.01
Br 4.026585 -2.989167 -0.978175 -0.07 0.07 0.06
C 4.190792 -1.789415 -2.438208 -0.07 0.12 0.02
C 5.396487 -1.732323 -3.118107 0.00 0.04 0.01
C 5.515442 -0.897017 -4.218657 0.05 -0.06 0.00
C 4.439139 -0.122415 -4.626350 0.02 0.08 -0.04
C 3.239183 -0.187442 -3.937731 -0.04 0.05 0.04
C 3.103307 -1.019284 -2.831744 0.15 -0.17 0.15
C 1.744253 -1.216348 -2.218930 -0.19 0.34 -0.17
O 0.988885 -1.984012 -2.786441 0.03 -0.10 0.28
O 1.418197 -0.512993 -1.160535 -0.39 -0.63 -0.09
H 6.223450 -2.349568 -2.794879 0.00 0.00 -0.02
H 6.445001 -0.876756 -4.773214 0.00 0.05 0.04
H 4.534555 0.522288 -5.491204 -0.03 -0.02 0.01
H 2.388737 0.404012 -4.261343 -0.01 -0.05 -0.02
```
Forces are in eV/Å.

The highest occupied orbital energy (alpha / beta) comes out at -9.1 / -9.4 eV. The multiplicity is 4. For the gap between HOMO and LUMO (alpha / beta), the calculation gives 6.80 / 6.27 eV. The value obtained for the total energy is -172245.3312 eV. The net charge is +1.